A cluster of 2 separate species, C30H60FI3N4O7PS in total at a distorted geometry. Source: OMol25; level of theory: ωB97M-V/def2-TZVPD.

The calculation puts the electronic energy at -3656.82472 a.u. The value obtained for the HOMO-LUMO gap is 7.4 eV. For the lowest unoccupied orbital energy, the calculation gives -2.96 eV. As for the charge: +1. For the HOMO energy, the calculation gives -10.3 eV.

Cartesian coordinates (Å):
C  -5.9763  0.0745  -1.3172
C  -4.7118  0.8851  -0.9813
O  -5.0072  1.6892  0.1549
C  -4.1071  2.7591  0.3026
C  -2.8684  2.3270  1.1197
O  -1.6960  2.6911  0.3595
C  -0.6109  2.9354  1.2189
N  0.6877  2.9443  0.4620
C  0.4742  4.0868  -0.4907
C  1.5240  4.6245  -1.4723
N  2.5611  3.7432  -1.9721
N  0.7280  4.9931  -2.7212
N  2.0641  5.9136  -0.9844
C  1.7558  3.0430  1.5587
C  2.2919  4.4131  1.9569
I  0.9425  5.4788  3.2827
C  3.4015  5.0867  1.7050
C  3.7154  6.4406  2.2715
I  4.8942  4.3604  0.4287
C  2.5922  1.6608  1.6549
C  1.8183  0.8227  2.7507
C  2.2285  -0.6436  2.8556
C  1.7283  -1.3037  4.1625
C  0.2711  -0.9457  4.4815
C  1.7649  -2.8321  3.9116
P  4.2664  1.6610  2.4684
S  5.7646  0.9074  1.4838
C  2.2971  1.0585  0.2388
C  3.3544  0.9251  -0.8721
C  3.9169  -0.4776  -1.0265
O  3.3536  -1.4714  -0.8517
I  5.9700  -0.6102  -1.7576
C  0.8774  1.5621  -0.1688
O  0.0874  0.5487  0.4550
C  0.4228  1.3974  -1.6308
C  0.6217  -0.0588  -2.1510
C  -0.6915  -0.7610  -2.4914
F  -1.0573  -1.5473  -1.4127
H  -6.6455  0.1543  -0.4620
H  -6.4624  0.4843  -2.1953
H  -5.7628  -0.9844  -1.4408
H  -4.4756  1.5003  -1.8543
H  -3.8680  0.2142  -0.7720
H  -3.7471  3.1140  -0.6680
H  -4.6222  3.5915  0.7799
H  -2.8467  2.9037  2.0480
H  -2.9246  1.2488  1.2792
H  -0.6523  2.1683  1.9909
H  -0.7775  3.8872  1.7283
H  0.1644  4.9359  0.1166
H  -0.3891  3.8789  -1.1147
H  2.2648  3.3992  -2.8819
H  3.3488  4.3382  -2.2189
H  -0.0581  5.5640  -2.4055
H  1.2912  5.6321  -3.2746
H  1.3040  6.5747  -0.8778
H  2.7183  6.2960  -1.6585
H  1.1864  2.8976  2.4726
H  3.6594  6.4457  3.3565
H  4.7344  6.7176  2.0090
H  3.0640  7.1806  1.8097
H  2.0645  1.3165  3.7024
H  0.7379  0.8700  2.6539
H  3.2961  -0.8639  2.7636
H  1.7316  -1.1975  2.0565
H  2.3998  -1.1224  5.0038
H  -0.0613  -1.5576  5.3170
H  0.1411  0.1105  4.7131
H  -0.3470  -1.2536  3.6335
H  2.7761  -3.2214  4.0272
H  1.0659  -3.3624  4.5551
H  1.4659  -3.0708  2.8890
H  4.2089  0.9598  3.6903
H  4.5788  2.9774  2.8814
H  2.0974  0.0056  0.4304
H  4.2065  1.5856  -0.7748
H  2.9395  1.1794  -1.8466
H  -0.8141  0.5527  0.0962
H  -0.6464  1.5942  -1.7245
H  0.9023  2.0458  -2.3610
H  1.2037  -0.0161  -3.0733
H  1.1912  -0.6796  -1.4657
H  -0.5617  -1.3727  -3.3820
H  -1.4854  -0.0442  -2.7185
C  -3.5875  -8.8753  -1.3716
O  -2.4681  -8.1370  -1.8211
C  -2.4636  -7.8388  -3.2073
C  -2.2182  -6.3670  -3.4897
O  -3.2328  -5.4634  -3.0742
C  -3.4843  -5.2932  -1.6870
C  -2.3749  -4.6516  -0.8725
O  -1.2176  -5.4670  -0.7931
C  -0.0094  -4.8127  -1.1218
H  -3.3650  -9.9464  -1.3839
H  -3.7952  -8.5778  -0.3422
H  -4.4813  -8.6778  -1.9694
H  -3.4053  -8.1401  -3.6772
H  -1.6456  -8.4098  -3.6623
H  -2.1740  -6.2598  -4.5773
H  -1.2413  -6.0513  -3.1221
H  -3.8166  -6.2298  -1.2381
H  -4.3434  -4.6176  -1.6368
H  -2.7424  -4.5064  0.1517
H  -2.1413  -3.6695  -1.2919
H  -0.1561  -4.0140  -1.8540
H  0.6669  -5.5501  -1.5567
H  0.4524  -4.4034  -0.2171

Atomic partial charges in e from the Löwdin method, atoms 1 to 8: -0.047 -0.261 -0.144 -0.173 -0.107 -0.138 -0.193 0.002